Below is C26H74O18 as an isolated structure at a distorted geometry, with properties calculated with wB97M-V/def2-TZVPD.

The value obtained for the HOMO-LUMO gap is 9.294 eV. The multiplicity is 1. The calculation puts the LUMO energy at 0.102 eV. The value obtained for the energy above the lowest of the compared OMol25 structures with the same formula, charge and spin is 401.7 kcal per mole.

Cartesian coordinates (Å):
C (1.3464, 2.8762, -3.6269)
C (1.0953, 1.4365, -3.8611)
O (0.0358, 0.9733, -2.9900)
O (2.4406, 3.3514, -4.3749)
H (1.7262, 3.1201, -2.3582)
H (0.5068, 3.3893, -3.8657)
H (1.9850, 0.9001, -3.4800)
H (0.7869, 1.3732, -4.8448)
H (-0.5930, 1.5883, -2.9699)
H (2.4295, 4.3061, -4.2421)
C (-1.8279, 3.0354, 3.7867)
C (-0.3091, 2.7379, 3.9774)
O (0.2859, 3.9939, 3.8704)
O (-2.5640, 1.7641, 3.6071)
H (-2.1571, 3.6639, 2.9611)
H (-2.3925, 3.4795, 4.5359)
H (0.0273, 1.9401, 3.1833)
H (-0.0656, 2.3089, 4.9685)
H (1.2090, 3.8018, 3.6774)
H (-2.7006, 1.4280, 4.6765)
C (3.3199, -4.1833, 1.5761)
C (2.6626, -2.8611, 1.1789)
O (1.2100, -2.9637, 1.2550)
O (4.6377, -3.9984, 1.6822)
H (3.1241, -5.0762, 1.2381)
H (2.9487, -4.0744, 2.6655)
H (2.9446, -2.6648, 0.0570)
H (3.0012, -2.0882, 1.7931)
H (1.0200, -2.5023, 0.5402)
H (5.0818, -3.8749, 0.7800)
C (-3.5500, 1.3566, -2.1582)
C (-3.2746, -0.0468, -2.5598)
O (-4.3161, -0.8603, -2.0766)
O (-2.6003, 2.2473, -2.6693)
H (-3.6583, 1.5434, -1.0425)
H (-4.3850, 1.7020, -2.7537)
H (-2.2529, -0.4556, -2.2109)
H (-3.0243, -0.2169, -3.6197)
H (-4.0627, -1.7439, -2.3002)
H (-2.7848, 3.0780, -2.5146)
C (-3.9254, -3.1991, 1.4569)
C (-4.1072, -1.7077, 1.6964)
O (-4.9380, -1.1296, 0.7650)
O (-2.9670, -3.7294, 2.4404)
H (-3.3231, -3.4127, 0.4002)
H (-4.9527, -3.7272, 1.3794)
H (-3.1825, -1.0828, 1.8509)
H (-4.6006, -1.4846, 2.6111)
H (-4.4051, -1.0188, -0.0378)
H (-2.3892, -4.2670, 1.9285)
C (-3.3195, -3.8262, -3.5280)
C (-2.7245, -3.3460, -2.1465)
O (-2.2864, -2.0445, -2.2285)
O (-3.4526, -5.2743, -3.4963)
H (-2.3048, -3.6363, -4.2152)
H (-4.0955, -3.2370, -3.6825)
H (-1.8610, -3.8766, -1.8507)
H (-3.4833, -3.6998, -1.4514)
H (-1.6741, -1.9810, -2.7893)
H (-3.5198, -5.5840, -4.4142)
C (-0.0442, -2.9583, -4.2357)
C (0.5542, -3.7505, -2.9470)
O (1.6832, -4.4666, -3.2001)
O (-1.3381, -2.5663, -3.9795)
H (0.0410, -3.7599, -4.9994)
H (0.4278, -1.9745, -4.3919)
H (0.0979, -4.5033, -2.5844)
H (0.7350, -2.9701, -2.2489)
H (1.6640, -5.4507, -3.0734)
H (-1.6857, -2.0375, -4.6501)
C (0.0205, 5.8969, -1.6298)
C (-0.4676, 4.7955, -0.5855)
C (0.6401, 4.4962, 0.4618)
O (-1.5571, 5.3623, 0.1935)
H (0.8869, 5.4364, -2.1221)
H (0.4149, 6.7744, -1.0741)
H (-0.9477, 6.2606, -2.3032)
H (-0.7589, 3.8637, -1.1333)
H (1.5347, 4.0388, 0.0198)
H (0.3821, 3.7380, 1.1780)
H (1.0035, 5.4290, 0.8630)
H (-1.2113, 5.8900, 0.9761)
C (0.2067, -1.8118, 4.5317)
C (1.0425, -3.0351, 4.8497)
C (0.8138, -3.5443, 6.2663)
O (0.5616, -4.1085, 3.9859)
H (0.2014, -1.7974, 3.4792)
H (0.3908, -0.8472, 4.9862)
H (-0.8409, -1.9507, 4.7623)
H (2.0038, -2.7417, 4.5687)
H (0.9639, -4.5997, 6.3809)
H (-0.1387, -3.3134, 6.5324)
H (1.3242, -2.8025, 6.9010)
H (0.5583, -3.7168, 2.9748)
C (1.3671, 0.8914, -0.0642)
C (0.1593, 0.0531, 0.2182)
C (-1.0524, 0.8642, 0.1866)
O (0.0534, -1.0104, -0.7047)
H (1.5101, 1.6264, -0.9536)
H (2.2513, 0.4789, -0.0552)
H (1.3773, 1.5987, 0.8368)
H (0.2877, -0.3399, 1.3890)
H (-1.1079, 1.6205, 0.9943)
H (-2.0742, 0.3403, 0.2420)
H (-1.1975, 1.5284, -0.7108)
H (0.4808, -0.6026, -1.6612)
C (5.5841, 2.1816, 1.2240)
C (5.1252, 3.5135, 0.5754)
C (4.2841, 3.2434, -0.6505)
O (4.3357, 4.1123, 1.5360)
H (4.7422, 1.9064, 1.7914)
H (6.4027, 2.4255, 1.8827)
H (5.9611, 1.5938, 0.4533)
H (6.1042, 3.9993, 0.4066)
H (3.3815, 2.6655, -0.3944)
H (4.8672, 2.4060, -1.2707)
H (4.0264, 4.1209, -1.3336)
H (4.1738, 4.9877, 1.1297)

Force components x, y, z for each atom (eV/Å):
C 4.14 0.36 4.65
C 0.57 -0.37 3.62
O 4.78 -3.92 -0.85
O -0.12 -0.03 -0.44
H -1.77 -0.91 -3.43
H -2.81 1.97 -0.32
H -0.32 -0.17 -1.17
H -0.06 -0.95 -2.33
H -4.73 3.91 0.32
H 0.26 -0.08 -0.24
C -0.52 -2.84 -1.19
C -1.57 -0.81 -0.77
O 1.27 0.20 -0.47
O 0.10 -0.85 4.79
H 1.07 -0.18 -0.76
H 0.10 1.24 2.29
H -0.62 1.58 1.14
H -0.47 -0.07 -0.31
H 0.22 0.57 0.07
H 0.48 1.14 -4.86
C -1.97 6.08 5.43
C -1.03 -2.29 -4.15
O 3.02 -3.11 4.80
O 4.96 0.73 -1.76
H -2.09 -4.44 -2.56
H 0.48 -1.45 -1.09
H -0.48 0.16 1.76
H 0.79 1.16 0.97
H -2.75 3.50 -5.28
H -1.06 -0.31 1.84
C -1.44 1.42 0.09
C 2.79 -0.17 0.53
O -0.79 1.52 0.05
O 4.30 -6.23 -1.80
H -0.20 -0.72 -1.26
H -1.47 -0.40 0.81
H -1.99 2.59 0.62
H -1.11 0.74 -0.43
H -0.01 -0.41 0.01
H -1.84 6.48 1.43
C 2.09 -1.09 -2.01
C 0.98 0.61 0.91
O -0.21 0.46 -1.61
O -2.10 0.85 -0.07
H -2.01 0.95 2.41
H 1.71 0.65 0.48
H -0.12 -1.12 -0.59
H -0.54 -0.62 1.29
H -0.59 0.10 -0.33
H 0.76 -0.70 -0.22
C 7.80 -3.70 0.13
C -0.22 -2.58 -1.65
O -9.46 -1.83 10.84
O -1.05 0.58 -0.02
H -4.80 -1.26 1.20
H -4.25 2.09 -1.33
H 0.82 -1.61 0.03
H -0.23 1.44 0.67
H 7.20 0.61 -5.62
H -0.02 0.25 0.55
C 2.30 -1.72 0.71
C 1.52 5.01 -2.97
O 4.24 -1.25 -1.60
O 3.83 -0.53 -2.15
H -0.04 1.05 -0.39
H 1.22 -1.06 -0.43
H -5.93 -3.89 2.72
H 0.28 0.43 1.16
H -0.66 1.77 -0.12
H -0.70 1.50 -2.01
C -2.15 -0.29 0.32
C 0.88 1.67 0.96
C 0.71 -0.63 -2.05
O 0.10 0.11 0.36
H -0.47 0.34 -0.69
H -0.45 -0.42 -0.29
H 2.90 -1.10 1.46
H -0.28 0.80 0.67
H -0.07 0.18 -0.44
H -0.71 0.19 0.66
H -0.17 0.30 0.65
H -0.30 -1.18 -1.64
C -1.21 -0.19 0.70
C -2.95 -1.03 -0.11
C 2.52 1.62 -0.88
O 0.51 1.89 -3.26
H 0.19 0.89 -1.52
H 0.95 0.18 0.03
H -0.42 -0.59 0.26
H 2.20 -0.19 0.01
H 0.72 -0.28 0.33
H -3.28 0.18 0.39
H 0.71 -1.00 0.36
H 0.03 -1.43 3.57
C -2.77 5.52 1.03
C 0.90 -0.84 1.66
C -3.98 2.32 -0.14
O 2.21 0.54 -3.77
H -1.47 -1.41 1.03
H 4.58 -3.16 0.41
H 0.30 -0.58 -1.09
H -0.24 0.36 -3.10
H 0.26 -0.52 0.04
H 1.78 0.12 0.13
H 0.66 -0.89 0.37
H -2.08 -1.46 3.92
C 0.11 2.81 -0.02
C 1.20 -2.20 -0.14
C 1.18 -1.87 -2.58
O -0.44 2.45 0.31
H -0.90 -1.39 0.54
H 0.19 -0.08 0.45
H 0.26 -1.74 -0.99
H -0.72 0.69 -0.46
H 0.12 0.65 0.25
H -1.04 2.10 0.71
H 0.40 -1.08 1.00
H -0.38 -0.34 0.91